(1)
{"formula": "C52H54AsCdN7O2S2", "method": "ωB97M-V/def2-TZVPD", "largest_force_ev_per_a": 2.6, "homo_lumo_gap_ev": 6.87, "relative_energy_ev": 1.9381, "energy_ha": -5747.679426, "symbols": ["Cd", "S", "C", "N", "C", "C", "C", "C", "C", "C", "S", "H", "H", "H", "H", "C", "C", "O", "N", "C", "C", "C", "C", "C", "C", "N", "H", "H", "H", "H", "H", "H", "H", "H", "H", "H", "C", "C", "C", "C", "C", "N", "C", "O", "N", "C", "C", "C", "C", "N", "C", "C", "C", "H", "H", "H", "H", "H", "H", "H", "H", "H", "H", "H", "H", "H", "C", "C", "C", "C", "C", "C", "As", "N", "C", "C", "C", "C", "C", "C", "C", "C", "C", "C", "C", "C", "C", "C", "C", "C", "C", "C", "H", "H", "H", "H", "H", "H", "H", "H", "H", "H", "H", "H", "H", "H", "H", "H", "H", "H", "H", "H", "H", "H", "H", "H", "H", "H", "H"], "positions_angstrom": [[0.5931, -1.4201, 0.5550], [1.4022, -0.9369, 2.9233], [0.6984, 0.5939, 2.5622], [0.3659, 0.9490, 1.3504], [-0.2952, 2.1656, 1.3392], [-0.7982, 2.8033, 0.2070], [-1.4458, 4.0136, 0.3556], [-1.5948, 4.6007, 1.6148], [-1.0965, 3.9820, 2.7468], [-0.4497, 2.7613, 2.5974], [0.2586, 1.7325, 3.8061], [-0.6931, 2.3335, -0.7626], [-1.8572, 4.5079, -0.5148], [-2.1158, 5.5446, 1.7076], [-1.2150, 4.4323, 3.7235], [0.0222, -5.8747, -0.8320], [0.7232, -4.5462, -0.7876], [0.6676, -3.8118, 0.1920], [1.4462, -4.1844, -1.8630], [1.9836, -2.8515, -1.9936], [3.0276, -2.5337, -0.9628], [4.3734, -2.7943, -1.1698], [5.2681, -2.5389, -0.1420], [4.7807, -2.0296, 1.0513], [3.4246, -1.7538, 1.1539], [2.5630, -1.9878, 0.1654], [-0.9716, -5.7354, -0.4087], [0.5680, -6.5834, -0.2087], [-0.0698, -6.2731, -1.8407], [1.5402, -4.8302, -2.6266], [1.1830, -2.1141, -1.8827], [2.3739, -2.7577, -3.0062], [4.7080, -3.2077, -2.1120], [6.3249, -2.7341, -0.2703], [5.4366, -1.8320, 1.8877], [3.0044, -1.3113, 2.0492], [4.5582, 5.3509, -4.9433], [5.4690, 4.6887, -3.9470], [6.3068, 5.4312, -3.1242], [7.1113, 4.8186, -2.1761], [7.1103, 3.4364, -2.0399], [7.9534, 2.8592, -1.0630], [7.8974, 1.6090, -0.4828], [8.9078, 1.0259, -0.1380], [6.6545, 1.0496, -0.2809], [5.3914, 1.6672, -0.1761], [5.1914, 2.9405, 0.3380], [3.8994, 3.4376, 0.3602], [2.8557, 2.6406, -0.0884], [3.0351, 1.3983, -0.5298], [4.2785, 0.9453, -0.5890], [6.3035, 2.6773, -2.8811], [5.4888, 3.3039, -3.8079], [4.8248, 6.3974, -5.0854], [3.5205, 5.3140, -4.6065], [4.6054, 4.8540, -5.9128], [6.3246, 6.5107, -3.2142], [7.7395, 5.4176, -1.5276], [8.8655, 3.2756, -0.9602], [6.7069, 0.0757, -0.0249], [6.0262, 3.5287, 0.6935], [3.6970, 4.4307, 0.7369], [1.8365, 3.0074, -0.0763], [4.4212, -0.0502, -0.9940], [6.3123, 1.5981, -2.8132], [4.8585, 2.6964, -4.4469], [-6.4649, -4.6768, 4.3480], [-5.5314, -3.7646, 3.6003], [-4.1624, -3.7915, 3.8222], [-3.2922, -2.9441, 3.1440], [-1.8181, -3.0554, 3.4413], [-3.7986, -2.0372, 2.1958], [-2.4295, -0.7776, 1.5162], [-1.5097, -1.6611, 0.1807], [-1.9609, -2.5011, -0.8140], [-3.1343, -3.2754, -0.7605], [-3.4975, -4.1090, -1.8066], [-2.7274, -4.2131, -2.9586], [-1.5780, -3.4377, -3.0457], [-1.2124, -2.6046, -2.0033], [-3.5175, 0.6744, 0.7153], [-4.1488, 1.4830, 1.6715], [-4.1304, 1.1978, 3.1552], [-4.8674, 2.6087, 1.2710], [-4.9702, 2.9731, -0.0575], [-5.7319, 4.1980, -0.4831], [-4.3168, 2.1802, -0.9922], [-3.5899, 1.0516, -0.6367], [-2.9334, 0.2831, -1.7503], [-5.1726, -2.0395, 1.9204], [-5.8170, -1.2253, 0.8258], [-6.0117, -2.8859, 2.6414], [-5.9228, -5.2929, 5.0644], [-6.9939, -5.3416, 3.6627], [-7.2177, -4.1059, 4.8940], [-3.7547, -4.4879, 4.5475], [-1.6426, -3.8201, 4.1978], [-1.3983, -2.1149, 3.8029], [-1.2528, -3.3299, 2.5459], [-3.7538, -3.2413, 0.1207], [-4.4061, -4.6925, -1.7120], [-3.0250, -4.8613, -3.7718], [-0.9695, -3.4641, -3.9431], [-0.3466, -1.9543, -2.1150], [-3.3527, 0.4998, 3.4612], [-5.0875, 0.7800, 3.4778], [-3.9693, 2.1260, 3.7062], [-5.3484, 3.2169, 2.0312], [-6.2167, 4.6751, 0.3681], [-6.5011, 3.9492, -1.2161], [-5.0671, 4.9311, -0.9459], [-4.3685, 2.4521, -2.0425], [-3.0128, 0.8418, -2.6832], [-3.4055, -0.6899, -1.9009], [-1.8815, 0.0920, -1.5409], [-5.1072, -0.9105, 0.0663], [-6.2953, -0.3258, 1.2215], [-6.5898, -1.8230, 0.3399], [-7.0746, -2.8716, 2.4191]], "atomic_forces_ev_per_a": [[-2.1956, 0.5185, 0.3204], [-1.7896, 0.7576, 1.6701], [-0.1044, -0.0133, 0.1205], [0.0559, -0.0351, 0.0664], [-0.0066, -0.0004, -0.0061], [-0.0401, -0.0221, -0.0014], [-0.0194, 0.0062, -0.0108], [-0.0241, 0.0073, -0.0026], [0.0027, -0.0031, -0.0056], [0.0191, 0.0139, 0.0171], [-0.0072, 0.0323, -0.0058], [0.0007, -0.0131, -0.0150], [-0.0092, 0.0022, -0.0047], [0.0001, 0.0089, -0.0019], [-0.0022, 0.0069, 0.0104], [0.0468, 0.0347, 0.0141], [-0.1716, -0.0752, 0.3967], [-0.3310, -0.6487, 0.0232], [0.2464, -0.2200, -0.3725], [0.2232, 0.1116, -0.2336], [0.0584, -0.0001, -0.3305], [-0.1579, -0.0906, 0.1393], [0.0438, 0.0203, 0.2253], [0.0597, -0.2146, -0.3903], [1.3500, -0.3134, -0.4816], [2.5722, 0.0413, -0.2528], [0.0064, 0.0149, -0.0188], [-0.0173, -0.0091, 0.0271], [0.0160, 0.0136, -0.0132], [-0.1407, 0.0867, -0.0759], [0.4183, -0.2264, -0.0959], [0.1107, 0.0513, 0.0492], [-0.0442, 0.0047, -0.0101], [0.0374, -0.0360, -0.0256], [-0.0245, 0.0248, 0.0316], [0.6760, -0.0660, -0.4271], [-0.0063, 0.0073, -0.0086], [0.0048, -0.0086, 0.0195], [-0.0009, -0.0024, -0.0071], [-0.0275, -0.0044, 0.0350], [-0.0336, 0.0078, -0.0034], [-0.0060, 0.0481, 0.0622], [0.0125, 0.0394, 0.0555], [0.0074, -0.0246, 0.0065], [-0.0338, -0.0444, -0.0915], [0.0187, 0.0208, 0.0364], [-0.0258, -0.0233, -0.0376], [0.0246, -0.0273, -0.0048], [-0.0369, 0.0190, 0.1244], [-0.0333, -0.0158, -0.1983], [-0.0152, 0.0459, -0.0316], [0.0369, -0.0095, -0.0080], [-0.0105, 0.0022, -0.0069], [0.0004, 0.0052, -0.0050], [-0.0068, 0.0011, -0.0001], [-0.0005, -0.0010, -0.0063], [-0.0002, 0.0062, -0.0015], [0.0034, 0.0026, 0.0079], [0.0311, -0.0794, -0.0585], [0.0314, 0.0548, 0.0459], [0.0121, 0.0097, 0.0035], [0.0002, 0.0111, -0.0086], [0.0221, -0.0065, 0.0176], [-0.0151, -0.0572, -0.0353], [0.0070, -0.0052, 0.0076], [-0.0070, -0.0025, -0.0043], [-0.0039, 0.0024, -0.0028], [0.0217, 0.0285, -0.0216], [-0.0041, 0.0168, 0.0128], [-0.0329, -0.0111, 0.0733], [0.0149, -0.0214, -0.0261], [0.0834, 0.0186, -0.0200], [0.0341, -0.1399, -0.1984], [0.0057, 0.2104, 0.0053], [-0.0008, 0.0999, -0.0647], [0.0576, -0.0949, 0.0305], [-0.0116, 0.0047, 0.0188], [0.0242, 0.0049, -0.0235], [-0.0630, 0.0045, 0.0481], [-0.2001, 0.1725, -0.0725], [0.0584, 0.0921, 0.1432], [0.0658, 0.0176, -0.0102], [0.0028, -0.0087, 0.0282], [0.0265, 0.0150, -0.0121], [-0.0024, 0.0100, 0.0355], [0.0077, 0.0072, -0.0050], [0.0184, -0.0084, -0.0280], [-0.0080, 0.0670, -0.0392], [0.0211, 0.0128, -0.0038], [-0.0668, -0.0034, -0.0563], [-0.0542, -0.0516, -0.0481], [0.0114, -0.0382, -0.0129], [0.0007, -0.0042, 0.0041], [-0.0052, -0.0040, 0.0020], [-0.0033, 0.0022, 0.0042], [-0.0007, -0.0073, 0.0052], [0.0057, -0.0069, -0.0006], [0.0025, -0.0038, -0.0088], [-0.0097, 0.0220, 0.0036], [-0.0304, 0.0182, 0.0680], [-0.0012, -0.0038, -0.0080], [-0.0039, -0.0073, -0.0020], [0.0071, -0.0024, -0.0314], [-0.6433, -0.0567, -0.0354], [0.0103, 0.0347, -0.0038], [0.0069, -0.0392, -0.0030], [-0.0329, 0.0053, 0.0074], [-0.0055, 0.0040, 0.0085], [-0.0052, 0.0027, 0.0014], [-0.0042, 0.0005, -0.0032], [-0.0027, 0.0002, 0.0015], [0.0015, 0.0022, -0.0014], [-0.0110, -0.0110, -0.0128], [0.0094, -0.0065, 0.0029], [-0.0134, -0.0016, -0.0004], [-0.0853, -0.1057, 0.0250], [0.0479, 0.0350, -0.0324], [-0.0411, -0.0026, 0.0291], [-0.0101, -0.0108, -0.0040]]}

---

(2)
{"formula": "C52H54CrIN3P2Si2", "method": "ωB97M-V/def2-TZVPD", "largest_force_ev_per_a": 1.0, "homo_lumo_gap_ev": [4.53, 5.12], "total_charge": -2, "s2": 6.02, "relative_energy_ev": 0.0000, "energy_ha": -4782.239502, "spin_multiplicity": 5, "symbols": ["Cr", "C", "P", "C", "C", "C", "C", "C", "C", "C", "C", "C", "C", "C", "C", "C", "C", "C", "C", "C", "P", "C", "C", "C", "C", "C", "C", "C", "C", "C", "C", "C", "C", "N", "H", "H", "H", "H", "H", "H", "H", "H", "H", "H", "H", "H", "H", "H", "H", "H", "H", "H", "H", "H", "H", "H", "H", "H", "H", "H", "C", "Si", "C", "C", "N", "C", "C", "C", "C", "C", "C", "N", "Si", "C", "C", "C", "H", "H", "H", "H", "H", "H", "H", "H", "H", "H", "H", "H", "H", "H", "H", "H", "H", "H", "H", "H", "H", "H", "I", "C", "C", "C", "C", "C", "C", "C", "C", "C", "C", "H", "H", "H", "H", "H", "H"], "positions_angstrom": [[0.0154, 0.2577, 0.3026], [2.1215, -2.8039, -0.2318], [0.5899, -3.4225, -1.0949], [1.2435, -4.1681, -2.6424], [0.3520, -4.9000, -3.4334], [0.7358, -5.4174, -4.6623], [2.0180, -5.1837, -5.1455], [2.8998, -4.4293, -4.3899], [2.5166, -3.9279, -3.1478], [0.3277, -4.9262, -0.0553], [-0.0992, -4.6768, 1.2522], [-0.3661, -5.7159, 2.1310], [-0.2262, -7.0351, 1.7157], [0.1909, -7.2983, 0.4199], [0.4686, -6.2519, -0.4558], [2.6343, -1.4465, -0.6128], [3.8255, -1.1768, -1.2677], [3.9573, 0.2365, -1.2924], [2.8422, 0.7258, -0.6362], [2.5949, 2.1501, -0.2129], [0.9962, 2.8194, -0.8388], [0.7218, 4.2559, 0.2771], [0.4524, 3.9356, 1.6145], [0.1132, 4.9271, 2.5235], [0.0114, 6.2511, 2.1112], [0.2549, 6.5756, 0.7866], [0.6059, 5.5823, -0.1254], [1.5318, 3.6430, -2.4104], [0.7899, 3.4212, -3.5641], [1.1464, 4.0200, -4.7714], [2.2490, 4.8522, -4.8356], [3.0018, 5.0868, -3.6892], [2.6419, 4.4834, -2.4919], [2.0301, -0.2960, -0.2194], [2.9144, -3.5402, -0.3840], [1.8750, -2.8176, 0.8333], [-0.6644, -5.0473, -3.0821], [0.0264, -5.9849, -5.2534], [2.3181, -5.5719, -6.1115], [3.8935, -4.2179, -4.7674], [3.2058, -3.3148, -2.5870], [-0.2423, -3.6521, 1.5780], [-0.6959, -5.4906, 3.1381], [-0.4436, -7.8493, 2.3969], [0.3064, -8.3228, 0.0836], [0.8081, -6.4796, -1.4599], [4.5281, -1.9079, -1.6465], [4.7728, 0.8248, -1.6904], [3.4434, 2.7726, -0.4997], [2.4930, 2.2053, 0.8739], [0.4812, 2.8974, 1.9362], [-0.1020, 4.6520, 3.5495], [-0.2731, 7.0228, 2.8172], [0.1666, 7.6035, 0.4525], [0.7802, 5.8528, -1.1611], [-0.0713, 2.7635, -3.5192], [0.5576, 3.8255, -5.6599], [2.5290, 5.3154, -5.7749], [3.8664, 5.7391, -3.7283], [3.2301, 4.6782, -1.6021], [3.6037, 0.0278, 2.4287], [1.9723, 0.3243, 3.2985], [1.8158, -1.2126, 4.4123], [2.3324, 1.8290, 4.3998], [0.5659, 0.5820, 2.3613], [-0.6074, 0.8780, 3.0588], [-0.7604, 0.7523, 4.4494], [-1.9694, 0.9876, 5.1127], [-3.0743, 1.3686, 4.3798], [-2.9534, 1.5160, 2.9957], [-1.7519, 1.3140, 2.2992], [-1.5998, 1.4738, 0.9253], [-2.8189, 2.3075, 0.0721], [-4.3850, 1.2748, -0.2089], [-2.3540, 2.7986, -1.6799], [-3.2920, 3.9361, 0.9105], [4.3218, -0.2136, 3.2240], [3.9812, 0.9057, 1.9000], [3.5795, -0.8024, 1.7202], [2.0008, -0.9777, 5.4673], [2.5373, -1.9797, 4.1092], [0.8125, -1.6444, 4.3407], [2.6922, 1.5428, 5.3947], [1.4339, 2.4373, 4.5316], [3.1014, 2.4548, 3.9335], [0.0881, 0.4387, 5.0463], [-2.0285, 0.8636, 6.1890], [-4.0327, 1.5339, 4.8607], [-3.8392, 1.7947, 2.4383], [-4.4995, 0.4971, 0.5519], [-4.3314, 0.7636, -1.1766], [-5.2869, 1.9006, -0.2056], [-2.2692, 1.9232, -2.3341], [-1.4233, 3.3697, -1.7380], [-3.1587, 3.4386, -2.0644], [-2.9410, 3.9584, 1.9449], [-4.3774, 4.0862, 0.9186], [-2.8343, 4.7800, 0.3818], [-0.1695, -0.3192, -2.7601], [-2.0414, -1.1815, -2.3833], [-2.8359, -1.4039, -3.4710], [-4.0895, -2.0367, -3.2989], [-4.4701, -2.4437, -2.0564], [-3.6415, -2.2321, -0.9273], [-4.0483, -2.7006, 0.3476], [-3.2384, -2.4922, 1.4213], [-2.0185, -1.7911, 1.2802], [-1.5510, -1.2703, 0.0898], [-2.3903, -1.5465, -1.0500], [-2.5001, -1.1100, -4.4567], [-4.7320, -2.2024, -4.1568], [-5.4232, -2.9433, -1.9097], [-5.0047, -3.2042, 0.4459], [-3.5413, -2.8425, 2.4044], [-1.4474, -1.6122, 2.1927]], "atomic_forces_ev_per_a": [[-0.2858, 0.2897, 0.9304], [-0.0059, 0.0285, -0.1610], [0.0212, -0.1004, -0.0142], [-0.0562, 0.0181, 0.0292], [-0.0270, -0.0046, -0.1086], [-0.0599, 0.0435, 0.1012], [-0.0134, -0.0248, -0.0111], [-0.0011, 0.0557, 0.1282], [0.0870, -0.0638, -0.1203], [0.0448, 0.0696, -0.0080], [-0.0464, -0.0338, 0.1300], [0.0193, 0.0293, -0.0752], [-0.0047, 0.0139, 0.0086], [0.0102, 0.0837, -0.0526], [0.0661, -0.1269, -0.0219], [0.0749, -0.2392, 0.0146], [0.1047, 0.1664, -0.0655], [-0.0757, -0.1989, 0.0289], [0.0326, 0.2222, 0.1946], [0.0510, -0.1710, -0.0085], [0.1036, 0.0575, -0.1304], [-0.0910, -0.1713, 0.0244], [0.0197, 0.0563, 0.0853], [0.0060, -0.0415, -0.0652], [0.0033, -0.0199, 0.0372], [0.0366, -0.0737, -0.0970], [-0.0118, 0.1341, -0.0553], [-0.0132, 0.0040, 0.1726], [-0.0552, -0.0415, -0.1654], [-0.1145, -0.1200, 0.0969], [0.1005, 0.0602, 0.0049], [-0.0709, -0.0681, 0.0862], [0.1239, 0.1004, -0.0639], [-0.2884, 0.2240, -0.3262], [0.0421, -0.0442, 0.0777], [-0.0846, 0.0104, 0.0034], [0.0016, -0.0159, -0.0035], [-0.0033, 0.0006, 0.0094], [-0.0038, -0.0010, -0.0054], [0.0051, 0.0092, 0.0103], [0.0350, -0.0002, -0.0037], [0.0020, -0.0299, -0.0132], [0.0003, 0.0003, -0.0043], [0.0017, -0.0028, 0.0026], [0.0059, 0.0094, -0.0025], [-0.0214, 0.0034, 0.0478], [0.0015, 0.0418, 0.0181], [-0.0098, -0.0208, 0.0099], [0.0360, 0.0363, 0.0008], [0.0520, -0.0395, 0.0774], [0.0276, 0.0487, -0.0253], [0.0051, -0.0083, -0.0119], [0.0033, -0.0043, 0.0032], [-0.0035, -0.0081, -0.0099], [-0.0105, -0.0078, 0.0297], [0.0304, 0.0317, -0.0139], [-0.0007, -0.0038, 0.0056], [-0.0011, 0.0028, 0.0110], [0.0022, -0.0080, 0.0004], [-0.0035, -0.0006, 0.0014], [0.0865, 0.0216, -0.1615], [-0.0393, -0.1566, 0.0678], [-0.0438, -0.1842, 0.1066], [0.0184, 0.1346, 0.1068], [-0.1346, 0.2380, -0.0263], [0.0583, -0.0699, 0.0160], [-0.0182, 0.0646, -0.0243], [0.0807, 0.0405, -0.0768], [0.0472, -0.0429, -0.0835], [0.0438, 0.0144, -0.0155], [0.0153, -0.0654, -0.1411], [0.2921, -0.0048, 0.3787], [-0.0512, -0.2385, -0.1920], [-0.1718, -0.0456, 0.0667], [0.1460, 0.0259, -0.1725], [-0.0020, 0.1658, 0.1227], [-0.0318, 0.0210, -0.0230], [-0.0053, -0.0566, -0.0208], [0.0314, 0.0251, 0.0343], [-0.0019, -0.0476, -0.0458], [-0.0378, 0.0349, 0.0146], [0.0773, 0.0215, -0.0016], [0.0098, 0.0244, -0.0454], [0.0327, -0.0062, 0.0175], [-0.0467, -0.0095, 0.0155], [-0.0588, 0.0285, 0.0016], [0.0133, -0.0130, -0.0001], [-0.0046, 0.0147, -0.0160], [-0.0416, -0.0186, -0.0347], [-0.0023, 0.0351, 0.0034], [0.0107, 0.0336, 0.0511], [0.0302, -0.0670, -0.0180], [0.0312, 0.1215, 0.0484], [-0.1616, -0.0124, 0.0123], [-0.0096, -0.0822, -0.0007], [-0.0184, 0.0372, -0.0516], [0.0411, 0.0290, -0.0067], [-0.0106, -0.0416, 0.0235], [0.0013, -0.0091, -0.3700], [0.1307, 0.0479, 0.1438], [-0.2649, -0.1349, -0.0319], [0.1567, 0.1139, -0.1392], [-0.0214, -0.0214, 0.0727], [0.0909, 0.0398, 0.0630], [-0.0044, 0.0488, -0.1476], [0.1069, 0.0564, 0.1642], [0.0239, 0.1279, 0.2384], [-0.0626, -0.2689, -0.5971], [-0.1275, -0.1182, 0.0073], [-0.0326, 0.0004, 0.0035], [0.0240, 0.0089, -0.0009], [0.0128, -0.0034, 0.0091], [0.0091, -0.0197, -0.0181], [0.0308, 0.0048, -0.0168], [-0.0421, 0.0005, -0.0479]]}